Version A
{"formula": "C4H7ClS", "method": "ωB97M-V with the def2-TZVPD basis set", "species": ["C", "C", "C", "C", "S", "Cl", "H", "H", "H", "H", "H", "H", "H"], "positions_angstrom": [[-0.299, -1.088, 1.949], [0.124, -1.636, 0.852], [0.695, 0.071, -1.108], [-0.468, 0.949, -1.274], [-0.807, 1.873, 0.308], [-0.078, 2.118, -2.645], [-0.303, -1.453, 3.017], [-0.729, -0.082, 2.182], [0.519, -2.633, 0.554], [0.671, -0.701, -1.882], [1.596, 0.629, -0.761], [-1.423, 0.348, -1.607], [0.501, 1.606, 0.416]], "lowdin_charge": [-0.154, 0.019, -0.156, -1.097, 0.685, 0.480, 0.067, 0.012, 0.049, 0.061, 0.069, 0.101, -0.135], "multiplicity": 1, "charge": 0, "gap_ev": [8.559, 8.671], "homo_ev": [-8.908, -8.858]}



Version B
{"formula": "C4H7ClS", "method": "ωB97M-V with the def2-TZVPD basis set", "species": ["Cl", "C", "C", "C", "C", "S", "H", "H", "H", "H", "H", "H", "H"], "positions_angstrom": [[0.646, -0.269, 2.521], [-0.198, -1.063, 1.126], [0.612, -0.806, -0.229], [0.415, 0.488, -0.836], [-0.777, 1.409, -0.642], [0.723, 1.903, 0.277], [-1.189, -0.699, 0.775], [-0.387, -2.108, 1.368], [0.101, -1.510, -0.890], [1.678, -1.144, -0.011], [0.965, 0.691, -1.745], [-0.942, 2.045, -1.550], [-1.646, 1.063, -0.165]], "lowdin_charge": [0.495, -0.551, -0.310, -0.614, -0.391, 0.768, 0.071, 0.063, 0.111, 0.132, 0.097, 0.084, 0.044], "multiplicity": 1, "charge": 0, "gap_ev": 9.257, "smiles": "ClCC[C@H]1CS1", "homo_ev": -8.380}



In terms of stability, version B leads; the second structure lies 405.2 kJ/mol higher.



Version A
{"formula": "C6H8N4O", "method": "ωB97M-V with the def2-TZVPD basis set", "species": ["C", "C", "O", "N", "N", "C", "C", "C", "N", "C", "N", "H", "H", "H", "H", "H", "H", "H", "H"], "positions_angstrom": [[2.732, 0.409, -0.530], [2.340, -0.590, 0.489], [1.122, -0.315, 1.148], [-0.060, -0.410, 0.169], [-0.378, -1.666, -0.233], [-1.654, -1.677, -0.483], [-2.205, -0.417, -0.220], [-3.150, 0.598, -0.206], [-2.775, 1.747, 0.354], [-1.490, 1.591, 0.567], [-1.130, 0.320, 0.323], [3.511, -0.006, -1.215], [1.773, 0.704, -0.948], [3.177, 1.260, -0.019], [3.160, -0.610, 1.315], [2.328, -1.601, 0.180], [-2.182, -2.378, -1.069], [-4.251, 0.648, -0.543], [-0.869, 2.395, 0.920]], "lowdin_charge": [-0.081, -0.312, -0.041, -0.079, 0.123, -0.067, -0.144, -0.154, 0.057, -0.145, -0.003, 0.099, 0.070, 0.073, 0.157, 0.088, 0.107, 0.128, 0.122], "multiplicity": 1, "charge": 0, "gap_ev": 8.657, "smiles": "CCOn1ncc2cncn21", "homo_ev": -8.161}



Version B
{"formula": "C6H8N4O", "method": "ωB97M-V with the def2-TZVPD basis set", "species": ["C", "C", "C", "C", "O", "N", "C", "N", "N", "N", "C", "H", "H", "H", "H", "H", "H", "H", "H"], "positions_angstrom": [[-0.875, 0.286, -1.176], [-0.227, -0.308, 0.039], [-0.995, 0.184, 1.215], [-0.121, -1.807, -0.091], [-1.057, -2.580, -0.154], [1.257, -2.140, -0.033], [2.047, -1.006, 0.024], [3.376, -0.677, 0.044], [3.304, 0.673, 0.035], [2.111, 1.224, 0.053], [1.258, 0.140, 0.089], [-0.606, 1.326, -1.279], [-1.952, 0.297, -1.019], [-0.631, -0.431, -2.039], [-2.060, 0.015, 0.916], [-0.764, 1.298, 1.441], [-0.699, -0.433, 2.050], [1.712, -3.044, -0.405], [4.225, 1.249, 0.041]], "lowdin_charge": [-0.028, -0.465, -0.030, -0.398, 0.104, 0.162, -0.289, 0.104, -0.133, 0.106, -0.153, 0.089, 0.079, 0.129, 0.100, 0.133, 0.088, 0.202, 0.201], "multiplicity": 1, "charge": 0, "gap_ev": 9.827, "smiles": "CC1(C)C(=O)Nc2n[nH]nc21", "homo_ev": -8.999}



In terms of stability, version B leads; the second structure lies 370.4 kJ/mol higher.



Version A
{"formula": "C4H14N2O", "method": "ωB97M-V with the def2-TZVPD basis set", "species": ["N", "C", "C", "C", "N", "C", "H", "H", "H", "H", "H", "H", "H", "H", "H", "H", "H", "H", "H", "H", "O"], "positions_angstrom": [[2.282, -0.369, 1.135], [0.232, 1.456, -0.681], [-0.070, 1.642, 0.831], [-0.707, 0.416, -1.294], [-0.531, -0.977, -0.849], [0.757, -1.400, -0.633], [2.299, -0.881, 2.013], [1.276, 1.188, -0.873], [0.173, 2.471, -1.110], [-1.113, 1.959, 0.875], [0.604, 2.356, 1.304], [0.123, 0.677, 1.282], [-1.692, 0.819, -1.063], [-0.666, 0.433, -2.395], [-1.076, -0.999, 0.145], [1.229, -1.072, -1.559], [1.495, -1.017, 0.322], [0.814, -2.495, -0.555], [3.221, -0.344, 0.743], [-2.184, -1.155, 1.800], [-2.225, -0.711, 0.946]], "lowdin_charge": [0.044, -0.252, -0.113, -0.205, 0.010, -0.075, 0.023, 0.081, 0.111, 0.076, 0.071, 0.027, 0.115, 0.124, 0.047, 0.119, 0.024, 0.126, 0.022, -0.054, -0.321], "multiplicity": 1, "charge": 0, "gap_ev": 6.051, "homo_ev": -8.495}



Version B
{"formula": "C4H14N2O", "method": "ωB97M-V with the def2-TZVPD basis set", "species": ["C", "N", "C", "C", "C", "N", "H", "H", "H", "H", "H", "H", "H", "H", "H", "H", "H", "H", "O", "H", "H"], "positions_angstrom": [[-1.325, -1.212, 0.449], [0.084, -1.045, 0.385], [0.648, 0.274, -0.036], [0.728, 0.428, -1.581], [2.282, 0.885, -1.954], [0.435, -0.842, -2.282], [-1.674, -0.816, 1.491], [-1.708, -0.702, -0.505], [-1.847, -2.170, 0.516], [0.757, -1.620, 0.888], [0.048, 1.208, 0.368], [1.573, 0.275, 0.544], [-0.030, 1.248, -1.971], [2.255, 1.956, -2.312], [2.796, 0.324, -2.757], [3.154, 0.757, -1.123], [-0.458, -1.230, -2.038], [1.126, -1.405, -1.924], [-2.927, 0.857, 4.883], [-3.159, 1.936, 4.961], [-2.760, 0.894, 3.997]], "lowdin_charge": [-0.164, -0.183, -0.215, -0.386, -0.078, 0.020, 0.089, 0.097, 0.064, 0.112, 0.134, 0.093, 0.148, 0.059, 0.046, 0.101, 0.041, 0.026, -0.093, 0.150, -0.062], "multiplicity": 1, "charge": 0, "gap_ev": 9.059, "smiles": "CNC[C@@H](C)N.O", "homo_ev": -8.413}



Version C
{"formula": "C4H14N2O", "method": "ωB97M-V with the def2-TZVPD basis set", "species": ["C", "N", "C", "C", "C", "N", "H", "H", "H", "H", "H", "H", "H", "H", "H", "H", "H", "H", "O", "H", "H"], "positions_angstrom": [[0.125, 2.339, 1.915], [0.117, 1.677, 0.619], [-0.871, 0.601, 0.548], [-1.256, 0.273, -0.901], [-0.086, -0.206, -1.767], [0.025, -1.657, -1.921], [-0.860, 2.749, 2.173], [0.447, 1.665, 2.698], [0.856, 3.143, 1.907], [-0.137, 2.373, -0.070], [-1.806, 0.902, 1.043], [-0.453, -0.266, 1.056], [-1.662, 1.209, -1.316], [-2.098, -0.415, -0.861], [0.843, 0.071, -1.279], [-0.106, 0.248, -2.751], [-0.055, -2.101, -1.015], [-0.716, -2.004, -2.518], [2.439, -3.208, 0.624], [2.133, -4.120, 0.519], [3.122, -3.271, 1.298]], "lowdin_charge": [-0.147, -0.136, -0.269, -0.198, -0.287, -0.014, 0.074, 0.073, 0.072, 0.097, 0.106, 0.114, 0.103, 0.103, 0.099, 0.102, 0.054, 0.057, -0.066, 0.035, 0.029], "multiplicity": 1, "charge": 0, "gap_ev": 9.595, "smiles": "CNCCCN.O", "homo_ev": -8.686}



In terms of stability, version C leads; the second structure lies 233.4 kJ/mol higher.



Version A
{"formula": "C4H14N2O", "method": "ωB97M-V with the def2-TZVPD basis set", "species": ["C", "N", "C", "C", "C", "N", "H", "H", "H", "H", "H", "H", "H", "H", "H", "H", "H", "H", "H", "H", "O"], "positions_angstrom": [[0.455, 1.422, 0.162], [1.262, 0.814, 1.176], [0.077, 0.429, -0.972], [-0.301, -0.950, -0.340], [-1.465, -0.788, 0.668], [-2.636, -0.003, 0.217], [-0.437, 1.944, 0.538], [0.962, 2.290, -0.277], [1.851, 0.262, 0.590], [1.708, 1.517, 1.749], [-0.731, 0.979, -1.556], [0.834, 0.144, -1.800], [-0.716, -1.645, -1.093], [0.630, -1.196, 0.208], [-1.160, -0.369, 1.633], [-1.729, -1.814, 1.011], [-3.347, 0.081, 0.921], [-3.005, -0.282, -0.687], [2.090, -0.021, -0.872], [3.026, -1.735, -0.935], [2.633, -1.080, -0.341]], "lowdin_charge": [-0.326, 0.008, -0.225, -0.200, -0.299, -0.008, 0.109, 0.099, -0.016, 0.086, 0.122, 0.108, 0.114, 0.078, 0.098, 0.099, 0.054, 0.063, 0.223, 0.030, -0.217], "multiplicity": 1, "charge": 0, "gap_ev": 9.269, "homo_ev": -8.611}



Version B
{"formula": "C4H14N2O", "method": "ωB97M-V with the def2-TZVPD basis set", "species": ["C", "N", "C", "C", "N", "C", "H", "H", "H", "H", "H", "H", "H", "H", "H", "H", "H", "H", "O", "H", "H"], "positions_angstrom": [[-2.345, 2.151, -0.338], [-1.291, 1.340, 0.254], [0.006, 1.424, -0.404], [0.628, 0.059, -0.567], [-0.107, -0.769, -1.524], [-0.495, -2.080, -1.030], [-2.013, 3.171, -0.315], [-3.234, 2.023, 0.270], [-2.595, 1.853, -1.366], [-1.576, 0.372, 0.320], [-0.096, 1.870, -1.411], [0.679, 2.100, 0.122], [1.673, 0.145, -0.879], [0.628, -0.392, 0.432], [-0.948, -0.284, -1.813], [-0.931, -2.638, -1.860], [0.368, -2.618, -0.650], [-1.229, -2.070, -0.228], [3.222, -1.605, 3.056], [2.320, -1.844, 2.807], [3.498, -2.358, 3.590]], "lowdin_charge": [-0.135, -0.133, -0.256, -0.247, -0.125, -0.147, 0.071, 0.073, 0.073, 0.083, 0.115, 0.109, 0.112, 0.108, 0.088, 0.076, 0.074, 0.064, -0.064, 0.029, 0.032], "multiplicity": 1, "charge": 0, "gap_ev": 9.517, "smiles": "CNCCNC.O", "homo_ev": -8.751}



In terms of stability, version B leads; the second structure lies 211.7 kJ/mol higher.



Version A
{"formula": "C4H14N2O", "method": "ωB97M-V with the def2-TZVPD basis set", "species": ["C", "N", "C", "C", "C", "N", "H", "H", "H", "H", "H", "H", "H", "H", "H", "H", "H", "H", "O", "H", "H"], "positions_angstrom": [[0.500, 0.861, -1.938], [0.455, 0.271, -0.636], [1.836, 0.202, -0.060], [-0.484, 0.983, 0.224], [-0.499, 0.638, 1.740], [-0.196, -0.772, 2.125], [-0.470, 0.871, -2.420], [1.165, 0.381, -2.635], [0.771, 1.966, -1.950], [2.481, -0.494, -0.570], [2.242, 1.226, -0.002], [1.683, -0.080, 0.999], [-1.461, 0.613, -0.054], [-0.636, 2.078, 0.043], [-1.521, 0.834, 2.089], [0.208, 1.303, 2.309], [-0.647, -1.439, 1.505], [-0.676, -0.905, 3.008], [-1.354, -3.136, -1.430], [-1.084, -2.344, -0.930], [-2.312, -3.058, -1.418]], "lowdin_charge": [-0.148, -0.268, -0.075, -0.231, -0.264, -0.017, 0.075, 0.076, 0.098, 0.078, 0.084, 0.059, 0.096, 0.125, 0.098, 0.114, 0.058, 0.061, -0.065, 0.017, 0.029], "multiplicity": 1, "charge": 0, "gap_ev": 9.427, "smiles": "CN(C)CCN.O", "homo_ev": -8.678}



Version B
{"formula": "C4H14N2O", "method": "ωB97M-V with the def2-TZVPD basis set", "species": ["C", "N", "C", "C", "C", "N", "H", "H", "H", "H", "H", "H", "H", "H", "H", "H", "H", "H", "O", "H", "H"], "positions_angstrom": [[0.602, -2.020, -2.444], [1.109, -1.259, -1.194], [0.061, -0.712, -0.341], [0.322, -0.340, 1.210], [-1.041, -0.137, 1.929], [1.201, 0.882, 1.372], [-0.567, -1.744, -2.452], [0.440, -3.058, -2.095], [1.236, -1.788, -3.323], [1.629, -0.441, -1.526], [-0.712, -1.536, -0.255], [-0.526, 0.110, -0.795], [0.955, -1.253, 1.474], [-1.077, 0.495, 2.810], [-1.871, 0.408, 1.351], [-1.432, -1.092, 2.273], [1.691, 1.385, 0.706], [1.841, 0.651, 2.234], [-1.643, 3.774, -0.467], [-1.425, 4.449, 0.182], [-0.794, 3.226, -0.648]], "lowdin_charge": [-0.100, -0.151, -0.268, -0.390, -0.093, -0.003, 0.098, 0.061, 0.075, 0.084, 0.116, 0.106, 0.137, 0.056, 0.098, 0.060, 0.009, 0.113, -0.105, 0.022, 0.075], "multiplicity": 1, "charge": 0, "gap_ev": 9.636, "smiles": "CNC[C@H](C)N.O", "homo_ev": -8.884}



In terms of stability, version A leads; the second structure lies 104.4 kJ/mol higher.



Version A
{"formula": "C4H14N2O", "method": "ωB97M-V with the def2-TZVPD basis set", "species": ["C", "N", "C", "C", "C", "N", "H", "H", "H", "H", "H", "H", "H", "H", "H", "H", "H", "H", "O", "H", "H"], "positions_angstrom": [[-0.781, 1.995, 1.440], [-0.183, 0.873, 0.582], [0.208, 0.894, -0.877], [-0.065, -0.476, -1.587], [-1.600, -0.601, -1.862], [-2.387, -0.767, -0.583], [-1.858, 1.737, 1.761], [-0.137, 2.164, 2.312], [-0.813, 2.972, 0.835], [-0.709, -0.014, 0.851], [-0.496, 1.520, -1.428], [1.229, 1.388, -0.966], [0.480, -1.310, -1.113], [0.590, -0.509, -2.463], [-1.925, -1.557, -2.372], [-2.037, 0.274, -2.316], [-3.307, -1.329, -0.721], [-2.592, 0.136, -0.171], [5.087, -2.303, 2.807], [6.071, -1.999, 2.602], [5.225, -3.086, 3.269]], "lowdin_charge": [-0.128, -0.160, -0.237, -0.194, -0.252, -0.060, 0.076, 0.049, 0.080, 0.089, 0.080, 0.117, 0.106, 0.094, 0.116, 0.087, 0.101, 0.035, -0.083, 0.108, -0.025], "multiplicity": 1, "charge": 0, "gap_ev": 9.027, "smiles": "CNCCCN.O", "homo_ev": -7.956}



Version B
{"formula": "C4H14N2O", "method": "ωB97M-V with the def2-TZVPD basis set", "species": ["C", "N", "C", "H", "H", "H", "H", "H", "C", "N", "H", "H", "H", "H", "H", "C", "O", "H", "H", "H", "H"], "positions_angstrom": [[1.741, 0.417, 0.884], [0.923, -0.282, 1.548], [0.149, 0.311, 2.593], [1.924, 1.484, 1.072], [2.421, -0.097, 0.216], [0.268, -0.293, 3.493], [0.397, 1.363, 2.797], [-0.898, 0.238, 2.272], [-1.463, -1.641, -0.113], [-1.680, -0.230, 0.164], [-0.395, -1.834, -0.087], [-1.931, -2.231, 0.673], [-1.858, -1.973, -1.090], [-2.671, -0.031, 0.244], [-1.304, 0.356, -0.587], [0.775, 0.630, -2.693], [0.199, 1.373, -1.647], [1.842, 0.850, -2.804], [0.259, 0.911, -3.613], [0.657, -0.448, -2.532], [0.645, 1.126, -0.791]], "lowdin_charge": [-0.102, -0.078, -0.154, 0.086, 0.073, 0.077, 0.076, 0.057, -0.196, -0.073, 0.047, 0.068, 0.066, 0.067, 0.039, -0.166, -0.160, 0.077, 0.082, 0.077, 0.037], "multiplicity": 1, "charge": 0, "gap_ev": 9.926, "smiles": "C=NC.CN.CO", "homo_ev": -8.922}



In terms of stability, version B leads; the second structure lies 39.7 kJ/mol higher.